1.
The following is a quantum chemistry calculation of a molecular structure, C33H37N8O9P2S4Sr, from the OMol25 dataset.

Output
Gap between HOMO and LUMO (eV): 6.314
HOMO level (hartree): -0.1741
LUMO energy (eV): 1.576
Largest force on an atom (eV Å⁻¹): 1.3
Energy relative to the best compared isomer or geometry (same formula, charge and spin) (eV): 2.959
Total charge: -1
E_tot (Eh): -4701.62376

Atoms and positions in Å:
Sr  0.758  -0.112  -1.154
N  0.342  -1.154  -5.451
C  0.588  -0.831  -3.967
C  1.850  0.061  -3.987
P  1.148  -2.515  -3.412
O  -0.234  -3.373  -3.529
O  2.050  -2.978  -4.512
O  1.558  -2.483  -1.970
P  -1.116  0.183  -3.838
O  -0.762  1.273  -4.912
O  -2.073  -0.836  -4.357
O  -1.279  0.827  -2.482
H  1.091  -1.806  -5.731
H  0.324  -0.272  -5.968
H  -0.605  -1.563  -5.489
H  2.512  -0.307  -4.778
H  2.524  0.039  -3.125
H  1.614  1.107  -4.190
H  -0.075  -4.180  -4.026
H  -0.414  2.211  -4.423
S  4.771  -5.090  2.107
C  6.196  -5.066  1.159
C  6.335  -3.889  0.490
C  5.273  -2.983  0.748
C  4.346  -3.498  1.611
C  3.150  -2.815  2.103
C  2.550  -1.840  1.272
N  1.564  -1.051  1.626
C  1.036  -1.227  2.858
C  1.474  -2.242  3.721
C  0.823  -2.456  4.982
C  -0.223  -1.693  5.365
C  -0.674  -0.618  4.529
C  -1.760  0.198  4.882
C  -2.143  1.238  4.063
C  -1.390  1.443  2.884
N  -0.392  0.676  2.523
C  -0.032  -0.357  3.305
C  -3.268  2.110  4.416
C  -3.714  2.441  5.667
C  -4.840  3.302  5.644
C  -5.231  3.608  4.375
S  -4.232  2.861  3.210
C  2.573  -3.029  3.329
H  6.848  -5.924  1.139
H  7.162  -3.662  -0.166
H  5.222  -1.982  0.334
H  2.933  -1.725  0.265
H  1.186  -3.257  5.615
H  -0.726  -1.865  6.309
H  -2.303  -0.011  5.798
H  -1.620  2.279  2.223
H  -3.230  2.103  6.572
H  -5.328  3.684  6.528
H  -6.043  4.244  4.065
H  2.963  -3.776  4.011
C  -4.120  4.548  -0.433
N  -3.028  4.253  -1.339
C  -3.269  4.138  -2.675
C  -2.288  3.835  -3.536
C  -0.956  3.635  -2.993
O  -0.013  3.299  -3.788
N  -0.720  3.851  -1.700
C  -1.728  4.063  -0.834
O  -1.576  4.075  0.397
H  -4.460  5.581  -0.552
H  -3.755  4.412  0.579
H  -4.958  3.873  -0.616
H  -4.296  4.294  -2.982
H  -2.472  3.718  -4.593
N  0.792  2.109  0.201
H  1.425  2.754  -0.262
H  1.193  1.877  1.102
H  -0.053  2.654  0.373
C  -4.432  -2.585  1.500
N  -3.247  -2.229  0.748
C  -3.007  -2.476  -0.585
C  -1.780  -1.950  -0.835
N  -1.259  -1.380  0.306
C  -2.173  -1.568  1.230
H  -5.161  -3.019  0.820
H  -4.869  -1.700  1.961
H  -4.197  -3.315  2.275
H  -3.722  -2.968  -1.219
H  -1.263  -1.908  -1.786
H  -2.120  -1.248  2.259
C  5.508  0.909  -3.738
O  4.564  0.951  -2.675
C  4.954  0.609  -1.424
S  6.527  0.102  -1.140
S  3.709  0.674  -0.277
H  4.972  1.296  -4.603
H  5.844  -0.113  -3.917
H  6.375  1.528  -3.511

Atom charges from the Löwdin analysis, given in e for atoms 1 to 4: number 1, Sr, carries 1.33; number 2, N, carries 0.11; number 3, C, carries -0.49; number 4, C, carries -0.12

=====

2.
The following is a quantum chemistry calculation of a molecular structure, C33H38HfIN7O4, from the OMol25 dataset.

Output
Gap between HOMO and LUMO (eV): 6.191
HOMO level (hartree): -0.6664
LUMO energy (eV): -11.942
Largest force on an atom (eV Å⁻¹): 0.7
Energy relative to the best compared isomer or geometry (same formula, charge and spin) (eV): 0.000
Total charge: +4
E_tot (Eh): -2309.06796

Atoms and positions in Å:
Hf  0.381  0.299  -1.006
C  -3.777  -0.986  -2.709
C  -3.645  -1.153  -1.229
N  -4.641  -1.724  -0.560
C  -4.600  -1.840  0.760
C  -3.543  -1.411  1.561
C  -3.643  -1.671  3.045
O  -3.030  -0.643  3.810
C  -2.442  -0.835  0.880
C  -1.299  -0.363  1.618
N  -0.085  -0.020  1.225
C  0.820  0.191  2.344
C  0.684  -0.540  3.528
C  1.509  -0.304  4.617
C  2.514  0.651  4.548
C  2.711  1.345  3.364
C  1.875  1.100  2.284
I  2.289  2.151  0.527
C  -2.534  -0.705  -0.520
O  -1.513  -0.088  -1.139
H  -4.512  -1.695  -3.083
H  -2.827  -1.140  -3.224
H  -4.129  0.020  -2.948
H  -5.468  -2.298  1.222
H  -3.167  -2.634  3.271
H  -4.698  -1.776  3.299
H  -3.557  -0.459  4.596
H  -1.518  -0.284  2.679
H  -0.085  -1.297  3.629
H  1.357  -0.867  5.528
H  3.148  0.853  5.401
H  3.502  2.081  3.295
N  3.838  -4.109  1.151
C  2.791  -2.994  1.194
C  3.252  -1.739  0.461
C  3.201  -1.813  -1.078
N  2.588  -0.555  -1.624
C  2.420  -3.019  -1.589
C  1.144  -3.271  -0.807
N  0.185  -2.142  -1.053
C  1.422  -3.477  0.699
H  4.737  -3.785  1.525
H  4.016  -4.481  0.215
H  3.546  -4.900  1.735
H  2.728  -2.767  2.258
H  4.235  -1.412  0.809
H  2.562  -0.969  0.818
H  4.217  -1.874  -1.472
H  2.613  -0.632  -2.641
H  3.234  0.212  -1.427
H  3.046  -3.914  -1.554
H  2.208  -2.907  -2.656
H  0.674  -4.180  -1.184
H  -0.648  -2.304  -0.480
H  -0.179  -2.284  -2.000
H  1.280  -4.530  0.951
H  0.672  -2.944  1.289
O  -2.473  6.300  3.133
C  -1.269  6.132  2.576
O  -0.281  6.641  3.008
C  -1.165  5.197  1.391
C  -1.838  3.984  1.345
C  -1.554  3.066  0.338
C  -0.626  3.408  -0.633
C  0.014  4.643  -0.633
C  -0.245  5.528  0.397
N  -0.273  2.420  -1.625
C  -0.374  2.723  -2.861
C  -0.062  1.713  -3.869
C  -0.284  1.941  -5.212
C  -0.040  0.913  -6.122
C  0.411  -0.303  -5.640
C  0.618  -0.445  -4.275
N  0.404  0.533  -3.386
H  -3.198  6.074  2.538
H  -2.560  3.734  2.112
H  -2.082  2.121  0.295
H  0.741  4.893  -1.397
H  0.277  6.474  0.462
H  -0.725  3.705  -3.173
H  -0.647  2.904  -5.547
H  -0.207  1.065  -7.181
H  0.607  -1.135  -6.302
H  0.974  -1.394  -3.891

Atom charges from the Löwdin analysis, given in e for atoms 1 to 4: number 1, Hf, carries 1.61; number 2, C, carries 0.01; number 3, C, carries -0.24; number 4, N, carries 0.18

=====

3.
The following is a quantum chemistry calculation of a molecular structure, C33H38N2O3SbSe4TeW, from the OMol25 dataset.

Output
Gap between HOMO and LUMO (spin up / spin down) (eV): 5.386 / 6.021
HOMO level (spin up / spin down) (hartree): -0.0662 / -0.0896
LUMO energy (spin up / spin down) (eV): 3.583 / 3.583
⟨S²⟩: 0.761
Largest force on an atom (eV Å⁻¹): 0.2
Energy relative to the best compared isomer or geometry (same formula, charge and spin) (eV): 0.000
Total charge: -2
2S+1: 2
E_tot (Eh): -11796.74596

Atoms and positions in Å:
W  0.528  -1.825  0.472
C  2.769  -2.631  -0.025
C  2.440  -3.025  1.295
C  1.342  -3.935  1.229
C  1.023  -4.129  -0.149
C  1.892  -3.314  -0.916
C  1.936  -3.249  -2.407
C  0.009  -5.070  -0.712
C  0.748  -4.651  2.400
C  3.154  -2.617  2.541
C  3.856  -1.685  -0.423
H  2.375  -2.311  -2.746
H  0.934  -3.309  -2.826
H  2.530  -4.081  -2.797
H  -0.750  -5.304  0.032
H  0.489  -6.003  -1.019
H  -0.501  -4.630  -1.569
H  -0.209  -5.095  2.137
H  0.584  -3.966  3.232
H  1.410  -5.461  2.718
H  2.523  -2.765  3.415
H  3.430  -1.562  2.513
H  4.066  -3.207  2.660
H  3.501  -0.984  -1.179
H  4.715  -2.231  -0.825
H  4.194  -1.102  0.434
O  1.171  -0.195  -0.628
N  0.579  -0.477  -1.825
O  -0.218  -1.491  -1.510
Se  -1.358  -8.587  -2.260
Sb  -1.606  -8.521  0.340
Se  -1.637  -2.513  0.972
Se  0.535  -8.950  1.334
Se  -2.219  -10.544  -1.216
C  -0.112  4.172  -5.738
C  -0.359  3.586  -4.373
C  0.399  3.969  -3.279
C  0.174  3.438  -2.010
C  1.075  3.854  -0.879
C  -0.847  2.502  -1.837
Te  -1.222  1.642  0.063
N  0.880  -0.842  1.949
C  0.992  -0.327  3.176
O  0.692  -0.911  4.216
C  1.548  1.079  3.249
C  1.561  1.733  4.477
C  2.084  3.013  4.584
C  2.611  3.642  3.463
C  2.604  2.990  2.237
C  2.066  1.715  2.126
C  -3.030  2.698  0.383
C  -3.473  3.725  -0.445
C  -4.677  4.369  -0.193
C  -5.449  3.994  0.895
C  -5.005  2.972  1.725
C  -3.805  2.311  1.487
C  -3.343  1.205  2.394
C  -1.607  2.075  -2.937
C  -2.664  1.014  -2.808
C  -1.354  2.635  -4.184
H  0.776  4.806  -5.738
H  -0.959  4.780  -6.066
H  0.033  3.386  -6.482
H  1.197  4.694  -3.411
H  1.747  4.654  -1.196
H  1.678  3.004  -0.551
H  0.508  4.187  -0.010
H  1.154  1.211  5.333
H  2.084  3.520  5.542
H  3.024  4.641  3.544
H  3.009  3.484  1.363
H  2.032  1.199  1.172
H  -2.874  4.022  -1.298
H  -5.008  5.164  -0.852
H  -6.391  4.489  1.099
H  -5.606  2.671  2.576
H  -4.073  1.007  3.180
H  -2.392  1.457  2.874
H  -3.175  0.275  1.841
H  -2.226  0.088  -2.430
H  -3.125  0.817  -3.777
H  -3.446  1.313  -2.107
H  -1.940  2.301  -5.035

Atom charges from the Löwdin analysis, given in e for atoms 1 to 4: number 1, W, carries 1.30; number 2, C, carries -0.29; number 3, C, carries -0.31; number 4, C, carries -0.33

=====

4.
The following is a quantum chemistry calculation of 2 unconnected molecules or ions with the total composition C33H38N2O6S, from the OMol25 dataset.

Output
Gap between HOMO and LUMO (eV): 4.584
HOMO level (hartree): -0.2309
LUMO energy (eV): -1.699
Largest force on an atom (eV Å⁻¹): 2.1
Total charge: 0
E_tot (Eh): -2239.31305

Atoms and positions in Å:
C  7.591  2.576  -2.079
O  7.095  1.246  -1.804
C  5.779  1.104  -1.492
C  5.339  -0.191  -1.107
C  4.030  -0.393  -0.745
C  3.067  0.655  -0.819
C  1.680  0.409  -0.558
C  0.654  1.135  -1.114
C  -0.668  0.681  -1.138
N  -1.504  0.829  -2.177
C  -2.938  0.528  -2.039
C  -3.207  -0.860  -1.455
C  -4.682  -1.195  -1.381
C  -5.198  -2.264  -2.121
C  -6.572  -2.512  -2.117
C  -7.425  -1.715  -1.339
C  -6.895  -0.681  -0.554
C  -5.520  -0.422  -0.574
C  -3.438  0.671  -3.474
O  -4.601  0.583  -3.870
N  -2.356  0.928  -4.270
C  -2.510  1.129  -5.694
C  -1.087  1.107  -3.569
C  -0.560  2.536  -3.751
C  -0.027  0.103  -4.053
C  3.519  1.932  -1.234
C  4.839  2.164  -1.576
H  8.660  2.435  -2.232
H  7.124  2.988  -2.985
H  7.413  3.252  -1.229
H  6.065  -1.003  -1.102
H  3.688  -1.372  -0.405
H  1.438  -0.501  -0.017
H  0.860  2.115  -1.553
H  -1.083  0.208  -0.245
H  -3.435  1.301  -1.421
H  -2.686  -1.603  -2.080
H  -2.775  -0.902  -0.443
H  -4.509  -2.871  -2.718
H  -6.970  -3.323  -2.730
H  -8.499  -1.907  -1.338
H  -7.546  -0.065  0.070
H  -5.085  0.387  0.022
H  -3.559  0.967  -5.941
H  -2.228  2.149  -5.983
H  -1.889  0.423  -6.260
H  -1.236  3.253  -3.264
H  0.445  2.645  -3.332
H  -0.507  2.756  -4.823
H  -0.386  -0.925  -3.913
H  0.162  0.279  -5.118
H  0.911  0.230  -3.501
H  2.805  2.758  -1.260
H  5.146  3.155  -1.916
C  -3.372  0.268  6.629
C  -2.220  0.943  5.913
O  -1.411  -0.029  5.221
C  -0.585  0.496  4.240
C  0.172  -0.615  3.683
S  1.624  -0.620  2.813
C  2.723  -1.734  3.692
C  3.480  -1.273  4.770
C  4.370  -2.146  5.405
C  4.492  -3.468  4.963
C  3.728  -3.925  3.884
C  2.839  -3.060  3.248
O  1.474  -1.459  1.629
O  2.240  0.683  2.722
O  -0.574  1.680  3.942
H  -3.922  1.024  7.201
H  -4.069  -0.177  5.908
H  -3.036  -0.507  7.329
H  -2.609  1.666  5.189
H  -1.594  1.466  6.649
H  -0.065  -1.594  4.076
H  3.373  -0.238  5.091
H  4.967  -1.778  6.241
H  5.183  -4.149  5.461
H  3.811  -4.950  3.518
H  2.254  -3.418  2.404

Atom charges from the Löwdin analysis, given in e for atoms 1 to 4: number 1, C, carries -0.06; number 2, O, carries -0.08; number 3, C, carries -0.24; number 4, C, carries 0.01

=====

5.
The following is a quantum chemistry calculation of a molecular structure, C33H39As2N7O4Ti, from the OMol25 dataset.

Output
Gap between HOMO and LUMO (spin up / spin down) (eV): 6.604 / 7.320
HOMO level (spin up / spin down) (hartree): -0.3723 / -0.4004
LUMO energy (spin up / spin down) (eV): -3.527 / -3.575
⟨S²⟩: 0.753
Largest force on an atom (eV Å⁻¹): 3.6
Energy relative to the best compared isomer or geometry (same formula, charge and spin) (eV): 1.311
Total charge: +1
2S+1: 2
E_tot (Eh): -7286.13125

Atoms and positions in Å:
Ti  -0.059  0.866  -0.202
C  3.488  1.760  -0.262
C  2.584  2.734  0.420
C  3.085  3.995  0.712
C  2.237  4.960  1.244
C  0.935  4.611  1.513
C  0.483  3.307  1.239
N  1.314  2.386  0.664
C  -0.852  2.873  1.578
C  -1.727  3.699  2.302
C  -2.984  3.259  2.635
C  -3.352  1.968  2.248
C  -2.454  1.172  1.566
N  -1.215  1.595  1.213
C  -2.911  -0.198  1.250
C  -4.194  -0.374  0.725
C  -4.648  -1.660  0.502
C  -3.818  -2.717  0.831
C  -2.557  -2.461  1.362
C  -1.661  -3.598  1.730
N  -2.107  -1.219  1.548
H  4.519  1.904  0.055
H  3.196  0.718  -0.102
H  3.421  1.983  -1.329
H  4.115  4.218  0.491
H  2.599  5.957  1.443
H  0.267  5.349  1.922
H  -1.411  4.681  2.614
H  -3.663  3.877  3.198
H  -4.322  1.569  2.498
H  -4.800  0.480  0.476
H  -5.623  -1.833  0.073
H  -4.135  -3.738  0.683
H  -1.555  -3.666  2.812
H  -2.076  -4.533  1.364
H  -0.677  -3.432  1.295
C  0.487  -1.623  3.154
As  1.143  -0.576  1.599
C  2.560  0.277  2.713
C  2.333  -1.870  0.687
C  2.993  -2.829  1.453
C  3.762  -3.818  0.867
C  3.879  -3.858  -0.512
C  3.258  -2.891  -1.280
C  2.491  -1.883  -0.704
As  1.615  -0.536  -1.879
C  0.811  -1.760  -3.220
C  3.160  -0.140  -3.073
H  0.955  -1.241  4.065
H  0.698  -2.689  3.055
H  -0.591  -1.479  3.219
H  3.061  -0.486  3.318
H  2.084  0.996  3.389
H  3.305  0.802  2.123
H  2.898  -2.798  2.535
H  4.257  -4.556  1.482
H  4.444  -4.643  -0.990
H  3.356  -2.926  -2.359
H  1.531  -1.999  -4.006
H  -0.056  -1.272  -3.677
H  0.494  -2.681  -2.734
H  3.644  -1.066  -3.396
H  3.909  0.504  -2.620
H  2.751  0.374  -3.948
N  -1.046  4.513  -1.271
N  0.135  4.179  -1.993
C  0.613  2.913  -2.044
O  1.693  2.626  -2.545
O  -0.165  2.016  -1.516
H  -1.508  3.623  -1.045
H  -1.674  5.013  -1.903
H  0.717  4.960  -2.256
C  -2.061  -3.691  -1.977
N  -2.221  -2.258  -1.879
C  -3.217  -1.631  -2.565
C  -3.406  -0.300  -2.516
C  -2.545  0.495  -1.660
O  -2.696  1.686  -1.405
N  -1.498  -0.182  -1.084
C  -1.328  -1.501  -1.145
O  -0.371  -2.030  -0.563
H  -1.764  -3.981  -2.988
H  -2.999  -4.191  -1.733
H  -1.288  -3.993  -1.272
H  -3.852  -2.280  -3.151
H  -4.192  0.189  -3.065

Atom charges from the Löwdin analysis, given in e for atoms 1 to 4: number 1, Ti, carries 0.67; number 2, C, carries -0.05; number 3, C, carries -0.30; number 4, C, carries 0.02

=====

Which formula does entry 4 have? C33H38N2O6S

=====

Which of these has the highest largest force on an atom? C33H39As2N7O4Ti

=====

Among the records above, which one has the highest total charge? C33H38HfIN7O4